12
Properties=species:S:1:pos:R:3:mulliken_charge:R:1 method="wB97M-V/def2-TZVPD" homo_energy_ev=-10.23 lumo_ev=0.821 e_tot_ha=-653.88632 de_lowest_ev=0.878 spin_multiplicity=1 smiles=C[C@@H](O)CCl orbital_gap_ev=11.05
C 0.25356 1.29157 0.05469 -1.15
C 0.25930 -0.20805 -0.41784 0.05
O 1.48901 -0.72680 0.09807 -0.55
C -1.03926 -1.03902 0.22834 -0.56
Cl -2.45469 -0.02166 -0.08703 -0.19
H -0.07957 2.26549 -0.37476 0.31
H -0.03733 1.19648 1.03077 0.40
H 1.29200 1.44776 0.37812 0.35
H 0.21906 -0.36817 -1.46106 0.41
H 2.15024 -0.87992 -0.57389 0.31
H -1.21375 -2.03163 -0.20521 0.35
H -0.83856 -0.92606 1.32977 0.28



15
Properties=species:S:1:pos:R:3:mulliken_charge:R:1 method="wB97M-V/def2-TZVPD" homo_energy_ev="-5.48 / -5.48" lumo_ev="2.915 / 2.914" e_tot_ha=-1468.83487 charge=-1 de_lowest_ev=1.347 spin_multiplicity=1 orbital_gap_ev="8.39 / 8.39"
C 0.02963 -0.92438 -1.53123 -0.96
C -0.32289 0.50138 -1.11538 0.11
C -1.81951 0.85455 -1.02578 -0.34
O 0.58604 -1.29013 3.51333 -0.63
O 0.25863 0.40669 1.60935 -0.56
P 1.15546 -0.20142 2.65880 0.49
S -2.54796 2.29848 -1.50955 -0.29
Cl 2.57525 -1.00283 1.48730 -0.31
H -0.50148 -1.66809 -0.82453 0.27
H -0.29760 -1.08371 -2.62826 0.31
H 1.15059 -1.04087 -1.40733 0.21
H 0.26805 1.32547 -1.67253 0.29
H 0.11056 0.71897 -0.12422 0.14
H 1.92814 0.94540 3.15926 0.01
H -2.57291 0.16050 -0.58923 0.28



15
Properties=species:S:1:pos:R:3:mulliken_charge:R:1 method="wB97M-V/def2-TZVPD" homo_energy_ev=-14.28 lumo_ev=-7.020 e_tot_ha=-1468.42224 charge=+1 de_lowest_ev=1.486 spin_multiplicity=1 orbital_gap_ev=7.26
C 0.92132 0.45137 -0.69734 -0.55
C 0.78497 -0.78177 0.14384 -0.44
C -0.41318 1.00603 -1.13260 -0.55
O 0.64073 -0.44088 1.54384 -0.26
O -1.28643 -0.06219 -1.51486 -0.51
P -0.63237 -0.68915 2.48675 0.86
S -2.42754 -0.57706 1.64043 0.00
Cl 0.24282 -0.46474 4.21046 0.00
H 1.51511 1.27055 -0.25011 0.34
H 1.43294 0.11747 -1.57056 0.36
H -0.14168 -1.21320 -0.33327 0.42
H 1.51419 -1.50031 0.23575 0.38
H -0.91828 1.51135 -0.32359 0.30
H -0.24100 1.65990 -2.04607 0.33
H -0.99162 -0.28738 -2.39266 0.32



13
Properties=species:S:1:pos:R:3:mulliken_charge:R:1 method="wB97M-V/def2-TZVPD" homo_energy_ev=-9.45 lumo_ev=0.643 e_tot_ha=-1052.08426 de_lowest_ev=1.105 spin_multiplicity=1 smiles=OC[C@H](Cl)CS orbital_gap_ev=10.10
O 0.64165 2.09737 0.06894 -0.44
C -0.54138 1.30054 0.13129 -0.61
C -0.58705 -0.02857 -0.46366 -0.07
Cl -2.25252 -0.56756 0.02850 -0.19
C 0.44014 -1.04778 0.25466 -0.66
S 2.23751 -0.64198 -0.11580 -0.22
H 1.17406 1.75607 -0.60104 0.30
H -1.24274 2.02732 -0.35160 0.32
H -0.77838 1.18918 1.26845 0.29
H -0.58375 -0.09116 -1.55373 0.39
H 0.31830 -0.69647 1.24766 0.31
H 0.11154 -2.04931 0.09050 0.39
H 2.49033 -0.33954 1.18286 0.18



13
Properties=species:S:1:pos:R:3:mulliken_charge:R:1 method="wB97M-V/def2-TZVPD" homo_energy_ev=-9.22 lumo_ev=0.632 e_tot_ha=-1375.02053 de_lowest_ev=0.981 spin_multiplicity=1 smiles=SC[C@H](S)CCl orbital_gap_ev=9.86
S -2.56547 -0.85149 -0.41857 -0.18
C -0.74243 -0.84741 -0.25852 -1.12
C 0.13996 0.37985 0.38243 0.04
S -0.16787 1.90717 -0.67948 -0.21
C 1.58557 -0.15991 0.56011 -0.62
Cl 2.37360 -0.76193 -0.85181 -0.16
H -2.50307 0.05672 -1.46915 0.14
H -0.43845 -0.79183 -1.24897 0.49
H -0.24620 -1.83693 -0.10858 0.41
H -0.36886 0.53645 1.44313 0.32
H -0.80260 2.66179 0.27630 0.16
H 1.49201 -0.91703 1.25193 0.39
H 2.24382 0.62455 1.12116 0.32



12
Properties=species:S:1:pos:R:3:mulliken_charge:R:1 method="wB97M-V/def2-TZVPD" homo_energy_ev=-8.97 lumo_ev=-1.011 e_tot_ha=-868.11436 de_lowest_ev=1.929 spin_multiplicity=1 orbital_gap_ev=7.96
C 1.82635 0.04488 -1.06065 -0.83
C 0.90400 -0.65313 -0.43499 0.04
C 0.65743 -0.59102 1.00756 -0.81
Si -3.49601 1.01227 0.90718 0.20
Cl -2.42794 0.18222 -0.62092 -0.13
H 1.89686 -0.06169 -2.14543 0.25
H 2.50830 0.76239 -0.52333 0.20
H 1.53679 -0.10932 1.31756 0.34
H 0.42998 -1.67141 1.34273 0.25
H -0.14759 0.13174 1.03082 0.15
H -4.05846 2.34354 0.15498 -0.07
H 0.37030 -1.39047 -0.97550 0.42



13
Properties=species:S:1:pos:R:3:mulliken_charge:R:1 method="wB97M-V/def2-TZVPD" homo_energy_ev="-7.83 / -9.50" lumo_ev="0.025 / 0.901" e_tot_ha=-372.84737 de_lowest_ev=4.348 spin_multiplicity=1 orbital_gap_ev="7.85 / 10.40"
C 1.02625 0.63397 -1.74586 -0.67
C -0.11674 -0.15987 1.70591 -0.70
C 0.76084 -0.76409 -1.40331 0.40
N -0.95989 -0.22018 0.58540 -0.47
F 0.30633 -1.61404 -2.28575 -0.24
F 1.54908 -1.36879 -0.50258 -0.24
H 0.99946 1.20937 -0.77656 0.19
H 1.98459 0.79272 -2.19904 0.32
H 0.24489 0.97771 -2.37873 0.28
H 0.68611 -0.88431 1.72683 0.28
H 0.51486 0.69455 1.73912 0.31
H -0.63946 -0.23655 2.73194 0.30
H -1.37693 -1.13468 0.40695 0.24



13
Properties=species:S:1:pos:R:3:mulliken_charge:R:1 method="wB97M-V/def2-TZVPD" homo_energy_ev="-7.90 / -10.08" lumo_ev="-0.601 / 0.405" e_tot_ha=-372.73906 de_lowest_ev=7.295 spin_multiplicity=1 orbital_gap_ev="7.29 / 10.48"
C -0.04657 0.82726 1.06336 -0.98
C -0.00508 -0.12349 -1.19425 -1.09
C -0.33461 -0.35138 0.26727 -0.06
N -2.84451 -0.01363 0.17292 0.02
F -2.72744 1.14521 -0.53218 -0.11
F -3.06403 -1.06440 -0.81682 -0.20
H 0.73757 1.37812 0.53822 0.30
H -0.97541 1.30117 1.21065 0.30
H 0.31222 0.46172 1.95883 0.36
H -0.50220 0.90111 -1.41758 0.31
H -0.54260 -0.78932 -1.89640 0.31
H 1.01311 -0.30682 -1.31072 0.38
H -0.67038 -1.22607 0.80145 0.44